A single C21H24N2O3S molecule, computed with ωB97M-V/def2-TZVPD.

Computed properties:
structure (SMILES)	COCCNC(=O)[C@H](CSCc1ccccc1)N1Cc2ccccc2C1=O
orbital gap	9.06	eV
ΔE to the lowest compared entry with this formula, charge and spin	10.3	kJ/mol
E_tot	-1548.0944	a.u.
lowest unoccupied orbital energy	0.629	eV

Geometry as ORCA input:
```
! wB97M-V def2-TZVPD RIJCOSX def2/J DEFGRID3
* xyz 0 1
C -3.32752 -2.30700 -0.93196
O -3.74564 -1.25145 -0.10558
C -4.13188 -0.10512 -0.83955
C -4.28497 1.05020 0.14791
N -3.01669 1.29874 0.79567
C -2.17175 2.24809 0.34136
O -2.50363 3.16995 -0.36758
C -0.74822 2.13226 0.93442
N -0.31184 0.75743 0.96456
C -0.38868 -0.08045 -0.11072
O -0.90530 0.19050 -1.17669
C 0.24775 -1.34103 0.31978
C 0.38761 -2.54077 -0.35497
C 1.03841 -3.57855 0.29081
C 1.54151 -3.41200 1.57385
C 1.40171 -2.20796 2.24919
C 0.74618 -1.17514 1.61096
C 0.43920 0.21204 2.07416
H -0.15692 0.22409 2.99476
H 1.34982 0.79798 2.24932
H 1.79535 -2.08512 3.24711
H 2.04965 -4.23445 2.05556
H 1.16021 -4.52868 -0.20798
H -0.00040 -2.65295 -1.35521
C 0.20246 3.01539 0.13153
H 0.41254 2.54068 -0.82484
H -0.25960 3.98843 -0.03356
S 1.78470 3.25776 1.00828
C 2.97472 2.92244 -0.34883
C 2.97779 1.48173 -0.73793
C 3.54387 0.53475 0.10978
C 3.56321 -0.80045 -0.24293
C 3.00684 -1.20812 -1.44456
C 2.42143 -0.27688 -2.28308
C 2.40607 1.06195 -1.93220
H 1.96061 1.78457 -2.60157
H 1.97495 -0.58872 -3.21499
H 3.03139 -2.25075 -1.72363
H 4.01327 -1.52637 0.41816
H 3.97592 0.85794 1.04663
H 2.70964 3.57572 -1.17954
H 3.93714 3.22626 0.06259
H -0.79667 2.49279 1.96976
H -2.62672 0.48079 1.24213
H -5.02564 0.79506 0.90952
H -4.57808 1.96062 -0.37615
H -5.07674 -0.28978 -1.37168
H -3.35167 0.14744 -1.57060
H -4.14740 -2.66072 -1.56934
H -2.49351 -1.99168 -1.56869
H -3.00445 -3.11144 -0.27345
*
```

=====

6 unconnected molecules or ions with the total composition C21H33N7O in a non-equilibrium geometry, computed with ωB97M-V/def2-TZVPD.

Computed properties:
structure (SMILES)	c1cc[nH]c1.c1cc[nH]c1.c1cc[nH]c1.NC(N)=O.CCCC#N.CCCC#N
orbital gap	8.60	eV
ΔE to the lowest compared entry with this formula, charge and spin	0.0	kJ/mol
E_tot	-1278.5000	a.u.
lowest unoccupied orbital energy	0.450	eV

Geometry as ORCA input:
```
! wB97M-V def2-TZVPD RIJCOSX def2/J DEFGRID3
* xyz 0 1
C -4.88315 -7.05555 0.56454
O -4.32240 -7.37745 1.61286
N -5.20169 -5.77174 0.25214
N -5.34283 -8.00102 -0.30950
H -5.51227 -5.55885 -0.67772
H -4.87919 -4.98999 0.78842
H -5.06012 -8.95399 -0.17831
H -5.83722 -7.85378 -1.16859
C -0.66849 -1.61366 2.17513
C -0.62890 -0.97620 0.78916
C -1.99600 -0.93260 0.10237
C -2.65563 -2.22937 0.04590
N -3.18131 -3.24583 0.00091
H -1.08175 -0.82600 2.81633
H 0.32386 -1.84907 2.55571
H -1.29241 -2.50381 2.23717
H 0.04570 -1.55688 0.15456
H -0.17248 0.01017 0.86041
H -1.88842 -0.43196 -0.86089
H -2.68040 -0.27752 0.65760
C 3.97783 2.76380 -1.98791
C 4.06238 1.71272 -3.08749
C 2.68332 1.26888 -3.60443
C 1.81936 0.64460 -2.59426
N 1.14874 0.16580 -1.79622
H 3.63412 3.74702 -2.31961
H 4.96809 2.84490 -1.53707
H 3.29141 2.57371 -1.15678
H 4.58943 0.81477 -2.76549
H 4.56274 2.10124 -3.97423
H 2.83617 0.52289 -4.38740
H 2.16582 2.12767 -4.03079
N 2.19946 -0.49020 6.24637
C 2.75149 0.76934 6.21137
C 2.29666 1.37878 5.07770
C 1.38653 0.51981 4.43882
C 1.26327 -0.60155 5.22278
H 2.36983 -1.16219 6.96833
H 3.39901 1.03134 7.03253
H 2.68086 2.30845 4.68827
H 0.92201 0.70644 3.48648
H 0.86356 -1.58086 5.01372
N -0.15424 1.14217 -6.07437
C -0.20749 2.35999 -5.44443
C -0.81984 2.15263 -4.22436
C -1.26000 0.82240 -4.18241
C -0.85506 0.21537 -5.35785
H 0.17385 1.05338 -7.01793
H 0.34508 3.20094 -5.82912
H -0.91743 2.83285 -3.39313
H -1.83664 0.32888 -3.41920
H -0.93974 -0.79922 -5.70774
N -0.19433 2.84920 0.93348
C -0.45004 2.78186 2.29242
C 0.42558 3.68090 2.86572
C 1.23054 4.25959 1.85204
C 0.76535 3.76999 0.65427
H -0.71807 2.30303 0.27397
H -1.26399 2.21080 2.69980
H 0.50391 3.96429 3.90317
H 2.06270 4.93307 1.96538
H 1.15286 3.76565 -0.35262
*
```

=====

A single C4H8ClF molecule in a non-equilibrium geometry, computed with ωB97M-V/def2-TZVPD.

Computed properties:
structure (SMILES)	C[C@H](CF)CCl
orbital gap	11.42	eV
ΔE to the lowest compared entry with this formula, charge and spin	115.0	kJ/mol
E_tot	-717.2305	a.u.
lowest unoccupied orbital energy	0.879	eV

Geometry as ORCA input:
```
! wB97M-V def2-TZVPD RIJCOSX def2/J DEFGRID3
* xyz 0 1
C 0.21075 1.49402 -0.37999
C 0.15563 0.13852 0.29916
C -1.16185 -0.45656 0.84525
C 1.05442 -0.95257 -0.46641
H -0.37238 1.54090 -1.28816
H 1.28188 1.79035 -0.75437
H -0.23807 2.30780 0.25138
H 0.85700 0.16986 1.23300
H -0.99876 -1.52632 1.06028
H -1.69306 0.00429 1.64944
H 2.11539 -0.88050 -0.30569
H 0.78670 -0.76024 -1.48105
F 0.52050 -2.23685 -0.20386
Cl -2.51812 -0.63271 -0.45897
*
```

=====

A single C4H5ClOSi molecule in a non-equilibrium geometry, computed with ωB97M-V/def2-TZVPD.

Computed properties:
structure (SMILES)	C#C[Si@H](Cl)C(C)=O
orbital gap	9.47	eV
ΔE to the lowest compared entry with this formula, charge and spin	0.0	kJ/mol
E_tot	-980.2938	a.u.
lowest unoccupied orbital energy	0.128	eV

Geometry as ORCA input:
```
! wB97M-V def2-TZVPD RIJCOSX def2/J DEFGRID3
* xyz 0 1
C 0.81644 -1.41727 0.48712
C 1.25838 -2.26956 1.22671
C -0.67191 0.76877 -0.82946
C -1.52770 1.04678 0.32761
O -1.05931 1.12952 -1.94778
Si 1.06825 -0.10964 -0.69541
Cl 2.39354 1.22139 0.14032
H -1.72062 0.05944 0.71075
H -2.43422 1.62521 -0.08249
H -1.04700 1.68257 1.02643
H 1.65729 -0.61029 -2.09324
H 1.26685 -3.12691 1.72946
*
```

=====

Q: E_tot of number 1 (C21H24N2O3S)?
A: -1548.0944 a.u.